Density functional theory data (ωB97M-V/def2-TZVPD) for the molecule C6H9F.

CARTESIAN COORDINATES (ANGSTROEM)
C 1.951 0.017 0.407
C 0.539 -0.252 0.865
C -0.755 -1.004 0.601
C -1.487 0.030 -0.315
C -0.410 1.045 -0.867
C 0.834 0.222 -0.540
H 2.485 0.789 0.956
H 0.344 0.587 1.509
H -1.328 -1.276 1.514
H -0.604 -1.940 0.063
H -2.017 -0.483 -1.131
H -2.227 0.593 0.260
H -0.550 1.305 -1.879
H -0.429 2.027 -0.309
H 0.829 -0.669 -1.181
F 2.825 -0.992 0.047

Results
Charge: 0
Maximum force (Eh/bohr): 0.03949
Kohn-Sham gap (eV): 10.18
Relative energy (zero: lowest compared OMol25 entry of this formula, charge and spin) (kcal/mol): 54.6
SMILES string: FC1[C@@H]2CCC[C@@H]12
2S+1: 1
E_tot (hartree): -333.76932